1.
Density functional theory data (the ωB97M-V functional and the def2-TZVPD basis) for a structure of composition C13H18MoN3Se4.

Geometry (Å):
1 Mo -0.90530 1.58826 0.46755
2 C 1.92137 -0.80714 0.07100
3 Se 1.54897 1.10779 0.11006
4 C 2.39528 1.57441 1.81944
5 C 1.54008 1.22727 3.01485
6 Se -0.17351 2.17818 2.83604
7 C -1.23492 1.29679 4.22017
8 H 3.00574 -0.90003 0.06389
9 H 1.52502 -1.19077 -0.86656
10 H 1.48636 -1.31221 0.92917
11 H 2.60794 2.64238 1.75605
12 H 3.34659 1.04093 1.84122
13 H 1.99305 1.59356 3.93738
14 H 1.33269 0.16236 3.11010
15 H -0.80307 1.58584 5.17583
16 H -1.19524 0.22050 4.07750
17 H -2.25229 1.67454 4.15532
18 C -3.49387 1.44348 1.01579
19 N -4.02362 0.20964 0.49593
20 C -3.27436 -0.75767 -0.04418
21 Se -1.38578 -0.69383 -0.21082
22 N -4.06261 -1.74603 -0.44803
23 C -5.39428 -1.42656 -0.17074
24 C -6.57855 -2.11631 -0.39949
25 C -7.73558 -1.48354 0.00286
26 C -7.71712 -0.21234 0.60618
27 C -6.54098 0.47367 0.83170
28 C -5.37654 -0.16907 0.43118
29 H -2.62698 1.22543 1.68783
30 H -4.20409 1.90959 1.69842
31 H -3.27548 2.17467 0.22522
32 H -3.74255 -2.59514 -0.89502
33 H -6.59552 -3.09169 -0.86514
34 H -8.68586 -1.97572 -0.15033
35 H -8.65405 0.24003 0.89936
36 H -6.54576 1.45327 1.28941
37 Se -0.89701 4.98499 -2.77746
38 C -0.92706 3.83328 -1.59425
39 N -0.94939 2.95965 -0.69713

Gap between HOMO and LUMO, eV: 5.48
Total charge: +3

2.
Density functional theory data (the ωB97M-V functional and the def2-TZVPD basis) for the molecule C4H4N2O2 at a distorted geometry.

Geometry (Å):
1 C -0.45803 -1.34675 0.69958
2 C 0.43888 0.81270 0.57830
3 C 1.70646 0.52727 -0.11280
4 C -1.04503 0.29325 -1.13676
5 H -0.02476 -1.46509 1.73920
6 H 0.11707 1.84164 0.37178
7 H 0.52871 0.53925 1.63637
8 H -0.72934 1.31686 -1.47352
9 N -0.61768 0.00137 0.12221
10 N 2.61759 0.20689 -0.74928
11 O -0.73064 -2.35710 0.11335
12 O -1.80322 -0.37030 -1.78843

Gap between HOMO and LUMO, eV: 10.65
SMILES string: N#CCN(C=O)C=O

3.
Density functional theory data (the ωB97M-V functional and the def2-TZVPD basis) for a cluster of 14 separate species, C8H36O13 in total at a distorted geometry.

Geometry (Å):
1 C 2.25670 -0.49635 -1.70051
2 C 0.97040 -0.03291 -0.88840
3 C -0.22900 0.27334 -1.76995
4 C -0.66917 1.65222 -1.83270
5 C -1.68121 1.96774 -2.83193
6 C -2.29644 0.97490 -3.50302
7 C -1.83666 -0.38519 -3.48138
8 C -0.76719 -0.69225 -2.62064
9 H 2.54724 -1.51232 -1.57372
10 H 1.99479 -0.43427 -2.72622
11 H 3.01041 0.28613 -1.56256
12 H 0.72427 -0.80627 -0.19406
13 H 1.32084 0.73046 -0.16218
14 H -0.08530 2.46468 -1.35432
15 H -1.92321 3.02683 -3.15573
16 H -3.11751 0.92174 -4.23016
17 H -2.21357 -1.20723 -3.97917
18 H -0.20765 -1.67426 -2.59502
19 H 1.62363 2.30161 2.26090
20 H 2.32416 1.19331 1.72470
21 O 2.07876 2.07289 1.46010
22 H -0.00804 0.35701 3.72182
23 H 0.02970 -1.29334 3.91256
24 O 0.42270 -0.51049 4.21028
25 H -0.86327 -2.57337 2.46982
26 H -1.45358 -3.26293 1.38009
27 O -0.56835 -3.12982 1.71468
28 H -0.47379 5.25201 0.66877
29 H 0.79771 5.00833 0.45920
30 O 0.28507 5.07047 1.28706
31 H 2.00078 -0.70239 1.69168
32 H 2.29907 -0.47833 3.40106
33 O 2.57260 -0.40263 2.40983
34 H -2.96330 0.30041 4.87129
35 H -2.76745 1.39946 3.93581
36 O -3.45765 0.74705 4.02038
37 H 0.09827 2.08945 5.00538
38 H -0.89286 2.54091 3.92705
39 O -0.81669 2.15245 4.76755
40 H 4.07264 1.59196 -3.44221
41 H 4.52984 0.82896 -2.12492
42 O 4.34599 0.76627 -3.03591
43 H -3.12109 -3.21725 -0.42715
44 H -2.74063 -1.67196 -0.77639
45 O -3.23463 -2.31393 -0.28414
46 H 0.55818 -4.51412 -0.23312
47 H 0.65612 -4.73020 -1.57884
48 O 1.15577 -4.92447 -0.81328
49 H 1.98829 3.93281 -1.61163
50 H 3.26521 3.43257 -1.00368
51 O 2.88995 3.60469 -1.97296
52 H -1.86826 -3.84898 -3.50026
53 H -0.37571 -4.42475 -3.13867
54 O -1.30540 -4.48509 -2.99815
55 H -2.62728 -0.79931 2.73355
56 H -1.62251 -1.04972 1.73408
57 O -1.74320 -1.02572 2.63997

Gap between HOMO and LUMO, eV: 9.05

Number 1: HOMO level -17.40 eV. Number 2: HOMO level -10.59 eV. Number 3: HOMO level -9.38 eV.